No. 1
{
  "formula": "C35H57As3ClIrN6O2S2",
  "method": "the ωB97M-V functional and the def2-TZVPD basis",
  "energy_ha": -9914.6840,
  "e_above_lowest_kj_mol": 240.6,
  "homo_ha": -0.4462,
  "fmax_ha_per_bohr": 0.0229,
  "e_lumo_ev": -6.2105,
  "charge": 2,
  "elements": ["Ir", "C", "As", "C", "C", "C", "C", "C", "As", "C", "C", "C", "As", "C", "C", "H", "H", "H", "H", "H", "H", "H", "H", "H", "H", "H", "H", "H", "H", "H", "H", "H", "H", "H", "H", "H", "H", "H", "H", "H", "H", "H", "S", "C", "N", "C", "C", "C", "C", "C", "C", "S", "H", "H", "H", "H", "C", "C", "C", "C", "C", "O", "C", "C", "C", "C", "C", "C", "Cl", "C", "C", "C", "N", "C", "N", "C", "N", "H", "H", "H", "H", "H", "H", "H", "H", "H", "H", "H", "H", "H", "H", "H", "H", "H", "H", "H", "H", "H", "H", "N", "C", "N", "O", "H", "H", "H", "H"],
  "xyz": [[1.942539, 0.764485, 0.616304], [5.544478, 0.258023, 1.620023], [3.766576, 0.574830, 2.315631], [3.716564, -0.773719, 3.706413], [4.170465, 2.251076, 3.217179], [3.156917, 2.949678, 4.124310], [3.899355, 4.153774, 4.730209], [1.981550, 3.514919, 3.329234], [0.860613, 2.408538, 2.169124], [-0.283992, 3.860757, 1.585780], [-0.386767, 1.471148, 3.317318], [2.678373, 2.003011, 5.243607], [1.974432, 2.836577, 6.916987], [0.044142, 2.881400, 6.552527], [1.957801, 1.176754, 7.953393], [6.249921, 0.256960, 2.449151], [5.815306, 1.038006, 0.912376], [5.590104, -0.701980, 1.107599], [4.477674, -0.527831, 4.443932], [3.947220, -1.740293, 3.259306], [2.740218, -0.827551, 4.179192], [4.449964, 2.922705, 2.398573], [5.078025, 2.052341, 3.793253], [4.400356, 4.733959, 3.952538], [4.649020, 3.820683, 5.450225], [3.208436, 4.813665, 5.254130], [2.352457, 4.292056, 2.652972], [1.286635, 3.999113, 4.019566], [-0.382636, 4.555200, 2.418112], [-1.262692, 3.478328, 1.309585], [0.139559, 4.384421, 0.731450], [-0.894835, 2.184512, 3.961450], [0.117362, 0.710414, 3.905914], [-1.113283, 0.972892, 2.675529], [3.533152, 1.421048, 5.598610], [1.935964, 1.301578, 4.849726], [-0.207869, 3.636245, 5.807595], [-0.456739, 3.152623, 7.481050], [-0.321244, 1.904631, 6.233192], [2.971465, 0.904807, 8.243506], [1.513382, 0.359590, 7.382049], [1.373997, 1.330012, 8.859616], [3.853014, 1.500622, -0.883915], [2.564503, 2.344558, -1.611899], [1.401795, 2.196821, -1.057427], [0.391775, 2.884830, -1.723781], [-0.959730, 2.912819, -1.398377], [-1.809435, 3.678125, -2.171050], [-1.331633, 4.383429, -3.279919], [0.003702, 4.333785, -3.632776], [0.865199, 3.588371, -2.835579], [2.589409, 3.354722, -3.010134], [-1.312457, 2.331287, -0.556050], [-2.862846, 3.727851, -1.928603], [-2.015123, 4.973735, -3.874574], [0.372079, 4.851700, -4.508315], [-2.416939, -1.467333, -4.557281], [-2.978580, -1.243761, -3.149455], [-2.368469, 0.069290, -2.616227], [-4.496184, -1.036808, -3.269834], [-2.676320, -2.449448, -2.175057], [-2.807895, -2.003245, -0.808255], [-3.604377, -3.691364, -2.307921], [-3.229529, -4.886931, -3.204138], [-3.355104, -4.687964, -4.692724], [-4.590712, -4.404511, -5.267419], [-4.723660, -4.242679, -6.636528], [-3.609079, -4.376455, -7.451710], [-3.766345, -4.176330, -9.160964], [-2.374786, -4.682793, -6.904831], [-2.257731, -4.839007, -5.531020], [-1.236730, -2.961013, -2.255430], [-0.219206, -1.970381, -1.906094], [-0.046109, -1.308290, -0.771900], [1.043634, -0.557856, -0.879874], [1.512734, -0.817229, -2.135702], [0.770756, -1.676566, -2.779379], [-2.756640, -0.655815, -5.203919], [-2.769742, -2.399972, -4.991637], [-1.324696, -1.460912, -4.571029], [-2.806284, 0.910293, -3.155497], [-1.290155, 0.117753, -2.780750], [-2.564385, 0.213116, -1.553566], [-4.692530, -0.084142, -3.761951], [-4.997622, -1.009306, -2.297022], [-4.955764, -1.813196, -3.881289], [-3.728818, -1.761646, -0.656230], [-4.609474, -3.361371, -2.566037], [-3.657965, -4.090368, -1.292709], [-3.918379, -5.687002, -2.922641], [-2.226514, -5.249739, -2.971168], [-5.470729, -4.321447, -4.638115], [-5.687537, -4.024067, -7.076038], [-1.514571, -4.800434, -7.549846], [-1.289321, -5.089167, -5.110119], [-1.004207, -3.294028, -3.261912], [-1.146088, -3.795028, -1.559105], [-0.706796, -1.366586, 0.074732], [2.405744, -0.373776, -2.545681], [2.090259, -2.699058, 0.971839], [1.228065, -2.141769, 1.841175], [0.449454, -2.963758, 2.561355], [1.123853, -0.900953, 1.983529], [2.246946, -3.691063, 0.926943], [2.690543, -2.093988, 0.435798], [0.539983, -3.964165, 2.533269], [-0.190182, -2.559758, 3.223547]],
  "atomic_forces_ev_per_a": [[-0.26, -0.31, 0.52], [-0.09, -0.18, -0.34], [0.00, 0.52, -0.30], [-0.37, -0.21, -0.20], [-0.02, 0.09, -0.15], [-0.03, -0.04, 0.31], [-0.01, -0.01, -0.07], [0.09, 0.00, -0.10], [0.53, -0.25, 0.36], [0.07, -0.06, -0.52], [0.03, -0.23, -0.17], [-0.12, 0.08, -0.11], [0.07, 0.18, 0.12], [0.04, -0.15, -0.07], [-0.03, -0.09, -0.11], [-0.06, 0.01, 0.06], [0.02, 0.04, 0.07], [-0.01, -0.02, 0.02], [0.02, 0.05, -0.03], [0.03, 0.01, -0.01], [0.02, 0.05, 0.04], [0.05, -0.03, -0.01], [0.01, -0.07, -0.02], [-0.01, -0.01, 0.00], [0.01, 0.02, -0.01], [0.03, 0.01, 0.03], [-0.04, 0.02, -0.01], [-0.07, 0.00, -0.05], [0.04, -0.09, 0.09], [0.00, 0.00, 0.05], [0.02, 0.00, 0.02], [0.05, 0.04, 0.02], [-0.01, 0.03, 0.04], [-0.02, 0.03, -0.01], [-0.02, -0.03, 0.02], [0.07, -0.10, 0.08], [0.02, 0.02, 0.02], [0.01, 0.01, 0.00], [-0.03, 0.01, 0.00], [0.01, 0.03, -0.01], [-0.01, -0.01, 0.03], [0.00, 0.03, 0.00], [-0.55, -0.47, 0.70], [0.33, 0.41, -0.68], [-0.43, -0.28, 1.06], [-0.20, -0.04, -0.08], [0.10, -0.09, 0.03], [-0.03, -0.01, -0.04], [0.04, 0.00, 0.00], [0.07, 0.02, -0.02], [0.05, -0.08, 0.06], [-0.09, -0.07, -0.03], [-0.08, 0.00, -0.07], [0.01, -0.03, 0.01], [-0.01, -0.03, -0.01], [-0.03, 0.05, 0.03], [-0.06, -0.02, 0.03], [0.04, 0.05, 0.09], [-0.02, -0.08, 0.01], [0.07, -0.03, 0.01], [-0.01, 0.07, -0.19], [0.03, 0.04, 0.01], [0.08, -0.07, -0.04], [-0.09, 0.16, -0.10], [0.04, -0.17, -0.02], [0.00, 0.03, 0.01], [-0.08, 0.04, 0.01], [0.02, 0.00, 0.10], [-0.01, 0.01, -0.03], [0.09, 0.02, -0.02], [-0.01, -0.02, 0.00], [-0.28, 0.12, 0.13], [0.16, -0.13, -0.01], [-0.07, 0.16, 0.05], [1.08, 0.32, -0.27], [-0.15, -0.07, 0.02], [-0.08, 0.00, -0.02], [0.03, 0.01, 0.01], [0.02, 0.07, -0.04], [-0.01, -0.02, -0.01], [0.04, -0.02, -0.04], [0.00, 0.03, 0.00], [-0.03, 0.05, -0.02], [0.00, 0.00, 0.01], [-0.04, 0.01, -0.03], [-0.04, 0.01, 0.05], [-0.01, -0.03, -0.01], [0.00, -0.02, 0.06], [-0.04, 0.03, 0.02], [0.08, -0.05, 0.07], [-0.03, -0.05, 0.01], [0.00, 0.00, -0.03], [0.01, -0.01, 0.00], [-0.02, -0.01, 0.00], [-0.01, -0.01, -0.01], [0.07, -0.02, 0.02], [0.10, -0.03, -0.04], [-0.06, -0.03, -0.06], [-0.02, 0.00, 0.01], [0.13, 0.03, 0.13], [0.36, -0.28, -0.27], [-0.05, 0.14, 0.11], [-0.40, 0.96, -0.23], [-0.04, -0.01, 0.00], [-0.05, 0.03, -0.02], [0.02, 0.00, -0.02], [0.00, 0.00, 0.00]],
  "lowdin_charge": [0.76, -0.28, 1.04, -0.25, -0.32, -0.68, -0.08, -0.31, 1.10, -0.24, -0.27, -0.37, 1.15, -0.34, -0.34, 0.05, 0.00, 0.04, 0.05, 0.04, 0.02, 0.09, 0.10, 0.10, 0.09, 0.07, 0.10, 0.08, 0.05, 0.03, 0.04, 0.03, 0.01, 0.04, 0.07, 0.04, 0.00, 0.03, 0.01, 0.02, 0.02, 0.03, 0.64, -1.14, -0.16, -0.31, -0.06, -0.06, -0.05, -0.06, -0.44, 1.11, 0.10, 0.12, 0.12, 0.12, -0.02, -0.48, -0.05, -0.03, -0.40, -0.04, -0.09, -0.13, -0.26, -0.05, -0.09, -0.67, 0.70, -0.09, -0.05, -0.03, -0.07, -0.13, -0.08, -0.18, 0.16, 0.10, 0.06, 0.08, 0.09, 0.07, 0.08, 0.09, 0.09, 0.08, 0.11, 0.10, 0.13, 0.13, 0.11, 0.12, 0.11, 0.11, 0.12, 0.13, 0.15, 0.14, 0.10, 0.21, -0.66, 0.22, -0.20, 0.13, 0.09, 0.13, 0.13]
}

No. 2
{
  "formula": "C14H11N5RbSe4",
  "method": "the ωB97M-V functional and the def2-TZVPD basis",
  "energy_ha": -10443.7651,
  "homo_ha": [-0.1442, -0.0808],
  "fmax_ha_per_bohr": 0.0307,
  "e_lumo_ev": [2.0737, 1.3563],
  "charge": -1,
  "elements": ["Rb", "N", "C", "N", "C", "N", "N", "C", "C", "C", "C", "C", "C", "N", "C", "C", "C", "C", "C", "C", "H", "H", "H", "H", "H", "H", "H", "H", "H", "H", "H", "Se", "Se", "Se", "Se"],
  "xyz": [[-0.292200, -0.000700, -0.018300], [1.555700, 0.000000, 4.684000], [0.834200, -0.000100, 3.520600], [1.336400, -0.000400, 2.349200], [2.712700, -0.000200, 2.184400], [3.281300, -0.000200, 1.004400], [2.473700, -0.000500, -0.073300], [3.083100, -0.000100, -1.225200], [2.401900, -0.000200, -2.478700], [3.156300, 0.000000, -3.674800], [2.517200, 0.000000, -4.889300], [1.123100, 0.000000, -4.915600], [0.455300, -0.000200, -3.700400], [1.048500, -0.000500, -2.521700], [3.555500, 0.000000, 3.370400], [4.951000, 0.000000, 3.320600], [5.701300, 0.000000, 4.484100], [5.081700, 0.000000, 5.721200], [3.693600, 0.000000, 5.800000], [2.940800, 0.000000, 4.638000], [1.093600, 0.000300, 5.580100], [-0.242800, 0.000100, 3.632700], [4.177400, 0.000300, -1.264900], [4.235400, 0.000100, -3.620700], [3.081800, 0.000100, -5.811600], [0.579200, 0.000100, -5.847400], [-0.630600, 0.000000, -3.683400], [5.420400, 0.000000, 2.350700], [6.780900, 0.000000, 4.433400], [5.663100, 0.000000, 6.630400], [3.195000, 0.000100, 6.759800], [-3.349200, -1.102900, 0.042500], [-6.274800, -1.095400, 0.069800], [-6.301700, 1.093400, 0.070300], [-3.329600, 1.107300, 0.042800]],
  "atomic_forces_ev_per_a": [[0.26, -0.01, -0.04], [-0.42, 0.00, 0.16], [-0.09, 0.00, -0.01], [-0.53, 0.00, 0.07], [0.25, 0.00, -0.06], [0.08, 0.00, -0.87], [-0.13, 0.00, 1.57], [0.84, 0.00, -1.00], [0.43, 0.00, 0.38], [0.00, 0.00, -0.32], [0.18, 0.00, 0.26], [-0.29, 0.00, -0.07], [-0.06, 0.00, -0.46], [-0.15, 0.00, 0.23], [0.06, 0.00, 0.13], [-0.14, 0.00, 0.07], [0.13, 0.00, 0.07], [-0.10, 0.00, 0.10], [0.02, 0.00, -0.16], [0.61, 0.00, -0.04], [0.00, 0.00, -0.24], [-0.12, 0.00, 0.12], [-0.10, 0.00, 0.09], [0.09, 0.00, 0.05], [0.08, 0.00, -0.05], [-0.09, 0.00, -0.04], [-0.06, 0.00, -0.01], [0.03, 0.00, -0.11], [0.08, 0.00, -0.06], [0.10, 0.00, 0.08], [-0.05, 0.00, 0.10], [-0.75, -0.48, 0.03], [0.30, 0.44, 0.00], [0.24, -0.44, 0.00], [-0.69, 0.50, 0.03]],
  "lowdin_charge": [0.71, 0.09, -0.19, 0.03, -0.33, 0.03, -0.14, -0.18, -0.31, -0.06, -0.11, -0.11, -0.18, -0.02, -0.09, -0.03, -0.11, -0.12, -0.05, -0.20, 0.14, 0.13, 0.10, 0.10, 0.09, 0.08, 0.11, 0.10, 0.09, 0.09, 0.10, -0.27, -0.11, -0.11, -0.28]
}